Record 1
{"formula": "C37H46AuBGeN11OP", "method": "wB97M-V/def2-TZVPD", "gap_ev": [7.61, 5.89], "total_charge": 1, "mol_weight_g_mol": 972.2, "spin_multiplicity": 4, "homo_energy_ev": [-9.524, -11.186], "relative_energy_kcal_mol": 11.0, "largest_force_ev_per_a": 1.41, "symbols": ["Au", "C", "C", "N", "N", "C", "B", "N", "C", "C", "C", "N", "N", "C", "C", "C", "N", "N", "C", "C", "C", "N", "H", "H", "H", "H", "H", "H", "H", "H", "H", "H", "H", "H", "C", "N", "C", "P", "O", "N", "C", "C", "N", "C", "C", "H", "H", "H", "H", "H", "H", "H", "H", "H", "H", "H", "H", "H", "H", "H", "H", "H", "H", "C", "Ge", "C", "C", "C", "C", "C", "C", "C", "C", "C", "C", "C", "C", "C", "C", "C", "C", "C", "C", "H", "H", "H", "H", "H", "H", "H", "H", "H", "H", "H", "H", "H", "H", "H", "H"], "xyz": [[-0.2025, -1.1460, 0.0625], [3.3296, -3.8751, 0.3744], [2.4101, -3.0281, 0.9960], [1.4627, -2.6932, 0.1309], [1.7305, -3.2968, -1.0372], [2.8578, -4.0190, -0.9166], [0.7524, -3.1705, -2.2500], [0.6562, -1.6873, -2.6730], [1.5951, -0.8236, -3.1833], [1.1375, 0.4466, -3.1088], [-0.2194, 0.3928, -2.4799], [-0.4561, -1.0206, -2.2781], [-0.6518, -3.5529, -1.7302], [-1.5972, -4.3318, -2.2775], [-2.7285, -4.2811, -1.4848], [-2.3953, -3.4115, -0.4504], [-1.1422, -2.9980, -0.6056], [1.2596, -4.0658, -3.3595], [1.1454, -5.4155, -3.4940], [1.9600, -5.8075, -4.5225], [2.5626, -4.6119, -4.9610], [2.1450, -3.5794, -4.2544], [4.2120, -4.3120, 0.8079], [2.3813, -2.6701, 2.0102], [3.2556, -4.5878, -1.7412], [2.5126, -1.2254, -3.5751], [1.6126, 1.3511, -3.4509], [-0.9935, 0.7994, -3.1535], [-1.4294, -4.8521, -3.2045], [-3.6573, -4.8027, -1.6309], [-2.9885, -3.0907, 0.3902], [0.5001, -5.9926, -2.8519], [2.1111, -6.8014, -4.9062], [3.2808, -4.4688, -5.7516], [2.8633, -1.4309, 4.2280], [2.1822, -0.1884, 3.8967], [0.9878, 0.0562, 4.7039], [2.2125, 0.5000, 2.3916], [1.1349, 0.0987, 1.4430], [2.0441, 2.1218, 2.7393], [2.7663, 2.7654, 3.8291], [1.6636, 3.0344, 1.6726], [3.7220, 0.1221, 1.7916], [4.8953, 0.5922, 2.5211], [3.9085, 0.1469, 0.3419], [3.2644, -1.3606, 5.2417], [3.6859, -1.6067, 3.5393], [2.1792, -2.2857, 4.1920], [1.2726, 0.2040, 5.7483], [0.2963, -0.7902, 4.6528], [0.4717, 0.9458, 4.3490], [3.0911, 2.0237, 4.5531], [2.1042, 3.4738, 4.3336], [3.6406, 3.3158, 3.4668], [1.0921, 2.4969, 0.9215], [2.5350, 3.4965, 1.1940], [1.0399, 3.8330, 2.0806], [4.7092, 0.5843, 3.5928], [5.1758, 1.6076, 2.2203], [5.7379, -0.0685, 2.3091], [2.9785, -0.1136, -0.1563], [4.6714, -0.5814, 0.0613], [4.2345, 1.1340, -0.0065], [-0.3781, 1.0364, -1.1038], [-2.1003, 1.8592, -0.6361], [-2.5961, 1.6773, 1.2625], [-2.2388, 0.5965, 2.0623], [-2.7098, 0.4787, 3.3611], [-3.5550, 1.4488, 3.8782], [-3.9238, 2.5332, 3.0947], [-3.4512, 2.6417, 1.7956], [-3.4985, 0.9580, -1.6768], [-3.6971, 1.1805, -3.0384], [-4.6718, 0.4826, -3.7366], [-5.4595, -0.4512, -3.0800], [-5.2689, -0.6865, -1.7262], [-4.2966, 0.0161, -1.0298], [-1.9039, 3.8038, -0.9359], [-1.1761, 4.5379, -0.0013], [-1.0358, 5.9104, -0.1335], [-1.6286, 6.5679, -1.2030], [-2.3532, 5.8466, -2.1395], [-2.4867, 4.4703, -2.0093], [0.5182, 1.5564, -0.7759], [-1.5762, -0.1697, 1.6603], [-2.4221, -0.3678, 3.9727], [-3.9262, 1.3601, 4.8909], [-4.5816, 3.2931, 3.4963], [-3.7481, 3.4864, 1.1838], [-3.0837, 1.9044, -3.5635], [-4.8140, 0.6713, -4.7929], [-6.2280, -0.9859, -3.6229], [-5.8850, -1.4125, -1.2104], [-4.1632, -0.1638, 0.0317], [-0.7309, 4.0313, 0.8490], [-0.4720, 6.4722, 0.6007], [-1.5378, 7.6416, -1.3009], [-2.8240, 6.3541, -2.9716], [-3.0653, 3.9231, -2.7429]]}

Record 2
{"formula": "C18H16N2O2", "method": "wB97M-V/def2-TZVPD", "gap_ev": 6.24, "total_charge": 2, "mol_weight_g_mol": 292.3, "homo_energy_ev": -14.495, "largest_force_ev_per_a": 3.23, "symbols": ["C", "N", "C", "C", "C", "C", "C", "C", "N", "O", "C", "O", "C", "C", "C", "C", "C", "C", "C", "C", "C", "C", "H", "H", "H", "H", "H", "H", "H", "H", "H", "H", "H", "H", "H", "H", "H", "H"], "xyz": [[2.0710, -5.8865, -0.3233], [2.0105, -4.3873, -0.1910], [3.0872, -3.6513, 0.2709], [3.0341, -2.1866, 0.4240], [1.7850, -1.5139, 0.0572], [1.5269, 0.0025, 0.0981], [1.7642, 0.8895, 1.2457], [1.4068, 2.3092, 1.0905], [0.8593, 2.8053, -0.0821], [0.4965, 4.1182, -0.2018], [-0.7715, 4.2881, 0.4920], [-0.8570, 5.2282, 1.2124], [-2.0076, 3.3778, 0.3159], [-2.0579, 1.9302, 0.6060], [-3.2524, 1.1010, 0.3888], [-4.4905, 1.7159, -0.1176], [-4.4654, 3.1605, -0.3945], [-3.2694, 3.9836, -0.1792], [0.6452, 2.0195, -1.2013], [0.9651, 0.6051, -1.1465], [0.6581, -2.3588, -0.4337], [0.8087, -3.7962, -0.5523], [1.0085, -6.2536, -0.2386], [2.4527, -6.1898, -1.3389], [2.6819, -6.3055, 0.5132], [4.0004, -4.2541, 0.5047], [3.9099, -1.5970, 0.7907], [2.1847, 0.4908, 2.1969], [1.5556, 3.0317, 1.9370], [-1.1139, 1.4575, 0.9874], [-3.1645, 0.0067, 0.6153], [-5.3827, 1.0730, -0.2961], [-5.4008, 3.6239, -0.7989], [-3.3343, 5.0705, -0.4333], [0.2060, 2.4405, -2.1426], [0.7839, -0.0587, -2.0254], [-0.3039, -1.8666, -0.7064], [-0.0303, -4.4236, -0.9430]]}

Record 3
{"formula": "CH5INP", "method": "wB97M-V/def2-TZVPD", "gap_ev": 8.43, "total_charge": 0, "smiles": "[H]/P=N/C.I", "mol_weight_g_mol": 188.9, "homo_energy_ev": -8.452, "relative_energy_kcal_mol": 72.4, "largest_force_ev_per_a": 2.67, "symbols": ["C", "N", "P", "I", "H", "H", "H", "H", "H"], "xyz": [[-1.2309, -0.5930, 0.2111], [-0.1719, -1.5194, 0.3063], [1.1658, -1.8069, -0.4508], [-5.4632, -0.0458, 0.0677], [-2.1432, -1.1351, 0.5002], [-0.9331, 0.1058, 0.9408], [-1.2778, -0.0648, -0.6702], [-4.4832, 1.1390, 0.3418], [1.1796, -3.0993, 0.2744]]}

Record 4
{"formula": "NO4S2", "method": "wB97M-V/def2-TZVPD", "gap_ev": 9.30, "total_charge": -1, "mol_weight_g_mol": 142.1, "homo_energy_ev": -5.794, "relative_energy_kcal_mol": 13.4, "largest_force_ev_per_a": 1.83, "symbols": ["N", "O", "O", "O", "O", "S", "S"], "xyz": [[-2.2391, 1.7539, -0.0462], [0.0633, 0.4885, 0.9421], [0.6853, -0.0561, -1.2946], [1.9688, -1.1594, 0.5049], [-0.3529, -1.7423, 0.0839], [-0.8156, 1.4580, -0.1961], [0.6903, -0.7426, 0.0061]]}

Record 5
{"formula": "C16H43BeF6N2O5P", "method": "wB97M-V/def2-TZVPD", "gap_ev": 7.03, "total_charge": 0, "mol_weight_g_mol": 497.5, "homo_energy_ev": -7.598, "largest_force_ev_per_a": 2.59, "symbols": ["Be", "P", "F", "F", "F", "F", "F", "F", "C", "C", "C", "O", "H", "H", "H", "H", "H", "H", "H", "C", "C", "C", "O", "C", "N", "H", "H", "H", "H", "H", "H", "H", "H", "H", "H", "H", "C", "C", "C", "O", "C", "N", "H", "H", "H", "H", "H", "H", "H", "H", "H", "H", "H", "C", "C", "O", "H", "H", "H", "H", "H", "H", "C", "C", "C", "O", "H", "H", "H", "H", "H", "H", "H", "H"], "xyz": [[-0.0843, -0.1949, 0.2229], [1.3538, 0.7927, 3.8081], [0.0807, 0.0040, 4.4747], [0.7417, 2.2536, 4.0739], [2.1901, 0.8218, 5.2071], [2.6613, 1.4649, 3.0502], [1.9870, -0.6680, 3.5097], [0.6297, 0.7224, 2.3760], [-3.0916, -1.2161, -3.2751], [-2.0370, -2.0794, -2.5871], [-0.9812, -2.4801, -3.6094], [-1.4935, -1.5377, -1.4195], [-3.3460, -1.7567, -4.1867], [-2.6545, -0.3124, -3.6996], [-4.0355, -1.0099, -2.7704], [-2.6058, -2.9882, -2.3907], [-0.2612, -3.1187, -3.0976], [-0.4672, -1.5754, -3.9340], [-1.3160, -3.0919, -4.4470], [0.9741, -4.3504, 2.0134], [0.2503, -3.1415, 1.5175], [-0.8302, -2.5646, 2.4794], [-1.5538, -1.4891, 1.8397], [-2.6063, -0.9972, 2.6184], [1.2725, -2.1270, 1.3612], [1.5443, -4.1187, 2.9130], [1.6296, -4.7994, 1.2671], [0.2836, -5.1648, 2.2326], [-0.2088, -3.3423, 0.5495], [-0.3318, -2.2529, 3.3972], [-1.5529, -3.3496, 2.7022], [-3.0766, -0.2007, 2.0418], [-2.3252, -0.5450, 3.5695], [-3.3239, -1.7963, 2.8044], [2.0713, -2.4046, 0.8089], [1.8080, -1.9485, 2.1988], [2.9941, 3.1054, 0.1602], [1.7720, 2.2330, -0.1453], [1.2654, 2.2384, -1.5998], [-0.0216, 1.6587, -1.6170], [-0.5929, 1.7297, -2.8957], [2.2422, 0.9030, 0.2462], [3.3465, 2.9826, 1.1844], [2.7052, 4.1546, 0.0989], [3.8876, 3.0359, -0.4602], [0.9135, 2.4575, 0.4876], [1.9011, 1.6108, -2.2243], [1.1547, 3.2391, -2.0175], [-1.6439, 1.4445, -2.8492], [-0.0905, 0.9935, -3.5231], [-0.4743, 2.7249, -3.3243], [3.1792, 0.8010, -0.1168], [2.4163, 1.0225, 1.2339], [2.4564, -1.1624, -3.8713], [2.5682, -1.5583, -2.4212], [1.4400, -1.1413, -1.7333], [3.4379, -1.2599, -4.3351], [2.0839, -0.1551, -4.0580], [1.7663, -1.8230, -4.3962], [3.3864, -1.1603, -1.8209], [2.6299, -2.6340, -2.2567], [0.7327, -1.6529, -2.1328], [-1.9983, 4.0573, 0.5307], [-1.7469, 2.8807, 1.4122], [-2.7158, 2.6688, 2.5966], [-1.7118, 1.7497, 0.5496], [-1.2957, 4.1175, -0.3003], [-1.9162, 4.9862, 1.0950], [-3.0219, 4.0243, 0.1575], [-0.7784, 2.9800, 1.9024], [-2.2622, 2.1338, 3.4309], [-3.5171, 2.0234, 2.2368], [-3.2123, 3.5503, 3.0022], [-2.5739, 1.6027, 0.1536]]}